[1]
The following is a DFT calculation (ωB97M-V with the def2-TZVPD basis set) of a structure of composition C48H54Cl2GdN4O6SSe at a distorted geometry.

```
! wB97M-V def2-TZVPD RIJCOSX def2/J DEFGRID3
* xyz -1 8
Gd -0.31503 1.81149 0.11552
C -1.05718 -5.29982 2.65829
C -1.73014 -4.41655 3.67408
C -3.23514 -4.77097 3.66179
C -1.21338 -4.48088 5.11141
C -1.58752 -2.95324 3.25737
C -0.79404 -2.46484 2.25721
C -0.90227 -1.15065 1.75142
N -0.19066 -0.64599 0.69767
C 0.61529 -1.34248 -0.03965
C 0.45222 -2.71878 -0.45048
C 1.52500 -3.41287 -0.90406
C 2.76556 -2.67947 -1.10388
C 2.87215 -1.27810 -1.08709
C 1.75849 -0.57567 -0.52800
O 1.72426 0.70489 -0.42088
C 4.01981 -0.47896 -1.76283
C 5.12580 -1.51144 -2.02081
C 4.60987 0.52922 -0.72641
C 3.50789 0.11083 -3.02502
C 1.58008 -4.90840 -1.17635
C 2.44200 -5.26220 -2.40959
C 2.14322 -5.70358 0.06683
C 0.13541 -5.42109 -1.50406
C -1.68746 -0.16531 2.43697
O -1.78457 1.03416 1.99316
C -2.23929 -0.62419 3.72429
C -2.22762 -1.95191 4.03264
C -2.86914 0.39511 4.66520
C -2.05033 1.67626 4.77247
C -4.29878 0.71714 4.17022
C -3.12229 -0.22012 6.07065
H -1.15793 -6.34541 3.00433
H 0.04309 -5.08713 2.63765
H -1.50095 -5.16035 1.69277
H -3.52416 -5.77934 3.89696
H -3.61902 -4.41384 2.71562
H -3.66875 -4.09465 4.41971
H -0.98156 -5.48908 5.52282
H -1.98124 -4.02399 5.80476
H -0.30468 -3.91524 5.16717
H -0.03092 -3.08021 1.72322
H -0.50727 -3.24388 -0.41838
H 3.69907 -3.22421 -1.18344
H 5.43504 -1.88118 -1.05162
H 5.95093 -1.04684 -2.56670
H 4.76100 -2.35314 -2.67075
H 4.88713 -0.03200 0.15605
H 3.90320 1.37003 -0.52424
H 5.56412 0.96032 -1.09971
H 3.18027 -0.77209 -3.62568
H 4.39331 0.55576 -3.54549
H 2.67950 0.82757 -2.92333
H 3.52397 -5.12474 -2.24081
H 2.16696 -4.67175 -3.27257
H 2.28619 -6.34117 -2.69472
H 3.05514 -5.31436 0.51312
H 2.23800 -6.76040 -0.14950
H 1.36197 -5.61215 0.82885
H -0.49538 -4.74768 -2.03364
H -0.41754 -5.62991 -0.55698
H 0.27416 -6.35933 -2.00248
H -2.83497 -2.22569 4.92467
H -2.16418 2.23137 3.82111
H -1.01729 1.41100 4.91976
H -2.29951 2.36859 5.58326
H -4.33936 1.36988 3.24674
H -4.87268 1.22509 4.94215
H -4.83116 -0.20424 3.90202
H -2.22107 -0.63785 6.53052
H -3.82337 -1.06388 5.94176
H -3.53269 0.49141 6.81173
Cl -7.79879 3.11546 -0.46393
C -6.13449 2.98986 -0.28790
C -5.49376 3.88037 0.64364
C -4.16385 3.84532 0.94829
Cl -3.43734 4.80604 2.21518
C -3.29405 2.98153 0.18051
O -2.01849 3.24550 0.11483
C -3.92905 1.93940 -0.62662
C -3.14659 0.94788 -1.22832
O -1.93944 0.71770 -0.98079
C -5.33463 1.97213 -0.84336
H -6.18302 4.47640 1.19955
H -3.60979 0.30423 -1.95039
H -5.82558 1.16217 -1.41669
C 5.57609 5.51653 -4.01202
C 4.28279 5.39874 -3.23176
C 3.12527 5.85684 -3.91183
C 1.87606 5.49563 -3.44091
C 1.77653 4.87018 -2.20779
C 2.91663 4.81187 -1.35503
C 4.15446 4.87667 -1.95923
S 0.26351 4.24528 -1.67330
O -0.74240 5.23514 -1.95644
O 0.49292 3.95607 -0.22580
N -0.03776 2.76413 -2.15131
C -0.39204 2.46593 -3.44396
C -1.50991 3.23337 -4.04990
C -1.96500 2.82189 -5.26883
C -1.36452 1.74137 -5.90977
C -0.40310 1.00819 -5.22230
N 0.09813 1.38119 -4.04353
H 6.28326 6.19554 -3.51044
H 5.29775 5.86240 -5.03408
H 6.04530 4.53078 -4.06311
H 3.17162 6.45292 -4.80818
H 0.94376 5.69569 -3.93009
H 2.79556 4.75117 -0.24298
H 5.05850 4.52327 -1.36420
H -1.82301 4.18169 -3.55907
H -2.65659 3.48038 -5.80441
H -1.76146 1.43246 -6.83897
H 0.00370 0.09329 -5.61902
Se 1.14571 2.68755 2.94626
C 2.71583 3.40846 2.34488
N 3.69172 3.92449 1.93838
*
```

Values from the calculation:
- Energy relative to the best compared isomer or geometry (same formula, charge and spin): 1.901 eV
- Kohn-Sham gap (spin up / spin down): 5.73 / 4.99 eV
- Electronic energy: -190961.85935 eV

=====

[2]
The following is a DFT calculation (ωB97M-V with the def2-TZVPD basis set) of a structure of composition C48H55AuF9N7P3Se.

```
! wB97M-V def2-TZVPD RIJCOSX def2/J DEFGRID3
* xyz 3 3
Au -0.16446 -0.55159 -0.12575
C 0.58759 -0.58896 3.14268
P 0.02208 0.67103 1.97695
C -1.79162 0.91004 2.35764
N -2.20742 0.29382 3.43417
C -3.52234 0.35421 3.77088
C -3.96847 -0.25641 4.96368
C -5.29657 -0.21582 5.26827
C -6.23293 0.40988 4.39925
C -5.82815 1.01309 3.24603
C -4.45172 1.01166 2.92590
N -4.00866 1.65854 1.81874
C -2.74137 1.63468 1.54772
P -2.33904 2.69942 0.07735
C -3.07393 1.87575 -1.34800
C -3.05240 4.47223 0.11330
C -4.55456 4.33680 -0.17156
C -2.77971 5.12980 1.45926
C -2.34319 5.23237 -1.01866
C 0.85870 2.24860 2.54290
C 0.59971 2.36870 4.04889
C 2.35344 2.17228 2.26182
C 0.25388 3.43790 1.80734
H -0.03474 -0.53907 4.03381
H 1.62513 -0.37871 3.40243
H 0.54458 -1.58880 2.70631
H -3.24685 -0.73599 5.61287
H -5.65059 -0.66674 6.18661
H -7.28203 0.41095 4.66652
H -6.52746 1.49993 2.57810
H -4.09023 1.60220 -1.05336
H -2.50877 0.98260 -1.61195
H -3.08625 2.54386 -2.20823
H -5.06927 3.68842 0.53372
H -4.76231 4.00836 -1.18897
H -4.95410 5.34824 -0.06031
H -3.12758 4.52665 2.30117
H -3.33757 6.06839 1.48685
H -1.72840 5.37537 1.59386
H -2.46846 4.75243 -1.99233
H -1.27753 5.35988 -0.81408
H -2.78533 6.22830 -1.09681
H 1.15580 1.62850 4.62227
H -0.45557 2.29915 4.31412
H 0.95338 3.35499 4.36119
H 2.82424 1.30206 2.71701
H 2.83228 3.05558 2.69271
H 2.55609 2.16841 1.19365
H -0.81121 3.53631 2.02532
H 0.41626 3.37395 0.72321
H 0.73094 4.35956 2.15074
C 0.00356 -5.74075 1.03456
C 0.43474 -4.68377 2.05344
C 1.79778 -5.03070 2.63372
C -0.60020 -4.55706 3.16571
N 0.61858 -3.35065 1.40934
N -0.57050 -2.78502 0.86133
H -0.12164 -6.71342 1.51307
H 0.75871 -5.85363 0.25053
H -0.95738 -5.49130 0.57038
H 1.77109 -6.02034 3.09082
H 2.09382 -4.30666 3.39587
H 2.56393 -5.04927 1.85234
H -0.57547 -5.45155 3.78797
H -1.62150 -4.47529 2.78087
H -0.38360 -3.69900 3.81043
H 1.29438 -3.41820 0.65665
H -1.25514 -2.73936 1.60956
H -0.96591 -3.38347 0.13653
Se -0.71581 -1.00606 -5.28065
N -2.24160 -1.85901 -5.20372
C -2.53632 -1.98485 -3.92045
C -3.70191 -2.61592 -3.40112
C -3.85185 -2.63166 -2.04917
C -2.86236 -2.04640 -1.21587
N -1.75599 -1.47357 -1.63423
C -1.57576 -1.41749 -3.00342
N -0.52488 -0.83509 -3.52875
H -4.43019 -3.05550 -4.07201
H -4.71731 -3.08683 -1.58727
H -3.01869 -2.05248 -0.14006
F 7.47700 2.26841 1.06051
C 6.76289 1.28946 1.61097
F 6.33896 1.70676 2.81778
F 7.55654 0.23521 1.80052
C 5.56287 0.92468 0.76753
C 5.13134 1.76359 -0.24332
C 3.96939 1.45743 -0.94390
C 3.25897 0.30200 -0.63308
C 3.71739 -0.55031 0.38020
C 4.86714 -0.24128 1.07683
P 1.78256 -0.19272 -1.54412
C 1.54214 1.03054 -2.84494
C 0.76622 2.14749 -2.55539
C 0.50648 3.09346 -3.53707
C 1.01367 2.90607 -4.81227
C 1.81084 1.80522 -5.10163
C 2.07374 0.86309 -4.12113
C 0.68028 3.87131 -5.92935
F 0.13165 3.20958 -6.95582
F -0.19087 4.80235 -5.52270
F 1.77628 4.48539 -6.37321
C 2.27068 -1.81325 -2.19190
C 3.53833 -1.96190 -2.75360
C 3.94687 -3.20170 -3.22704
C 3.10096 -4.29140 -3.11583
C 1.84663 -4.16194 -2.53259
C 1.43150 -2.92408 -2.07699
C 3.53059 -5.66178 -3.59313
F 4.65886 -5.60564 -4.29492
F 3.72301 -6.47197 -2.54383
F 2.57802 -6.20482 -4.36051
H 5.69803 2.65238 -0.48639
H 3.63863 2.11568 -1.73693
H 3.17933 -1.46527 0.61226
H 5.23786 -0.90014 1.85298
H 0.36177 2.27814 -1.55547
H -0.09078 3.96944 -3.32237
H 2.22664 1.68734 -6.09513
H 2.68554 0.00319 -4.36019
H 4.22393 -1.12406 -2.80434
H 4.92673 -3.31966 -3.67075
H 1.20128 -5.02830 -2.44891
H 0.44425 -2.81653 -1.64244
*
```

Values from the calculation:
- Energy relative to the best compared isomer or geometry (same formula, charge and spin): 0.000 eV
- Kohn-Sham gap (spin up / spin down): 7.24 / 5.59 eV
- Electronic energy: -182438.40986 eV

=====

[3]
The following is a DFT calculation (ωB97M-V with the def2-TZVPD basis set) of a cluster of 9 separate species, C48H57BrI2N9O5P in total at a distorted geometry.

```
! wB97M-V def2-TZVPD RIJCOSX def2/J DEFGRID3
* xyz 0 1
C -1.40651 -1.60209 -3.77908
C -0.93718 -1.75540 -2.25543
O -1.72415 -2.82217 -1.66547
C 0.64834 -1.90785 -2.05655
N 1.30135 -0.84503 -2.86847
C 2.74536 -0.67513 -2.54527
C 3.08958 0.61707 -1.65140
O 2.01963 1.59474 -1.54887
P 2.20307 2.90477 -2.62932
Br 0.43392 2.17817 -3.95667
I 3.98633 3.98264 -1.27702
C 3.33266 2.70694 -4.15887
O 2.54267 2.96249 -5.36592
O 2.98027 2.09328 -6.33521
C 1.10395 4.45395 -2.25986
C 0.30364 4.30232 -0.88236
O -0.80534 3.70555 -0.94211
I 0.98726 5.06838 1.03567
H -1.14616 -2.57545 -4.34771
H -0.83212 -0.77195 -4.34488
H -2.51830 -1.32360 -3.89210
H -1.23663 -0.77504 -1.72330
H -1.06357 -3.36653 -1.16543
H 1.03628 -2.93861 -2.42248
H 0.90321 -1.79284 -0.93731
H 1.27641 -1.05321 -3.87979
H 3.08407 -1.65585 -2.02836
H 3.41180 -0.60619 -3.49020
H 4.09020 1.02953 -2.01274
H 3.27707 0.23210 -0.57691
H 3.59115 1.57895 -4.22014
H 4.29511 3.31574 -4.12946
H 2.16332 1.63836 -6.66537
H 0.35448 4.57926 -3.12053
H 1.83112 5.34639 -2.27462
N -3.97919 0.20879 2.30207
C -2.89153 0.12330 1.51839
C -2.11175 1.21122 1.16066
C -2.47510 2.46286 1.63417
C -3.59547 2.58115 2.44383
C -4.30787 1.43146 2.74849
H -2.65014 -0.87595 1.16981
H -1.24273 1.08346 0.52665
H -1.88808 3.33542 1.37247
H -3.90778 3.54366 2.83050
H -5.18915 1.47067 3.38108
N 2.64188 -1.30151 1.66901
C 2.51484 -2.22187 2.63882
C 1.55670 -2.16198 3.63858
C 0.67833 -1.08761 3.64266
C 0.78898 -0.12152 2.65330
C 1.77845 -0.27384 1.69588
H 3.22599 -3.04044 2.59497
H 1.49886 -2.93506 4.39459
H -0.08486 -1.00448 4.40899
H 0.12168 0.73044 2.62530
H 1.90146 0.45457 0.89980
N 6.78748 3.85177 -5.26141
C 5.91336 4.06062 -6.26131
C 5.90451 5.19722 -7.05319
C 6.84912 6.18089 -6.79966
C 7.76269 5.99260 -5.77235
C 7.69181 4.81936 -5.03928
H 5.19198 3.26467 -6.41928
H 5.17742 5.31059 -7.84747
H 6.87355 7.08574 -7.39705
H 8.51305 6.73992 -5.54676
H 8.38656 4.62481 -4.22849
N -1.11427 -5.86309 -0.45254
C -1.41318 -6.41603 -1.64241
C -1.25961 -7.76328 -1.92626
C -0.76605 -8.59210 -0.92911
C -0.44781 -8.04788 0.30697
C -0.63997 -6.68865 0.49384
H -1.79269 -5.72668 -2.39019
H -1.51887 -8.15457 -2.90204
H -0.63067 -9.65230 -1.11335
H -0.05987 -8.66557 1.10718
H -0.40905 -6.21767 1.44396
N -6.08169 -7.52409 1.39504
C -4.99303 -7.67386 0.62342
C -4.18324 -6.62453 0.21915
C -4.51651 -5.34245 0.63102
C -5.63765 -5.15838 1.42760
C -6.38051 -6.27358 1.78089
H -4.77558 -8.69442 0.32446
H -3.31561 -6.80353 -0.40067
H -3.90786 -4.49468 0.33407
H -5.92737 -4.17157 1.76678
H -7.26358 -6.18143 2.40529
N -2.84644 0.24437 7.27888
C -3.31552 0.96791 8.30893
C -3.80454 2.25867 8.18607
C -3.80737 2.84165 6.92738
C -3.32668 2.11730 5.84555
C -2.86230 0.83169 6.07201
H -3.28964 0.46999 9.27285
H -4.17221 2.79280 9.04948
H -4.18104 3.85101 6.79043
H -3.31342 2.54046 4.85151
H -2.47999 0.22451 5.25709
N -6.35399 3.36866 9.32552
C -7.52241 3.29051 8.66887
C -8.53313 4.23193 8.77808
C -8.33050 5.31793 9.61723
C -7.13286 5.42298 10.30959
C -6.18322 4.43048 10.12936
H -7.63478 2.42196 8.02787
H -9.45519 4.11874 8.22176
H -9.09841 6.07539 9.73043
H -6.94117 6.25684 10.97331
H -5.22907 4.47016 10.64623
N 6.74322 -1.84008 -6.18215
C 7.82941 -1.98324 -6.95787
C 8.63919 -0.93044 -7.35315
C 8.30831 0.34790 -6.92702
C 7.18968 0.52490 -6.12586
C 6.44697 -0.59334 -5.78266
H 8.04486 -3.00062 -7.26792
H 9.50591 -1.10539 -7.97840
H 8.91654 1.19820 -7.21626
H 6.90181 1.50870 -5.77556
H 5.56529 -0.50686 -5.15489
*
```

Values from the calculation:
- SMILES string: C[C@@H](O)CNCCOP(Br)(I)(COO)CC(=O)I.c1ccncc1.c1ccncc1.c1ccncc1.c1ccncc1.c1ccncc1.c1ccncc1.c1ccncc1.c1ccncc1
- Kohn-Sham gap: 8.27 eV
- Electronic energy: -169874.62337 eV

=====

[4]
The following is a DFT calculation (ωB97M-V with the def2-TZVPD basis set) of a structure of composition C48H57Cl2N7O2SiTi at a distorted geometry.

```
! wB97M-V def2-TZVPD RIJCOSX def2/J DEFGRID3
* xyz 1 2
Ti 0.13453 0.47260 1.12574
C 0.46877 4.01551 -1.46616
C 0.33088 2.65209 -0.85296
N -0.35054 2.33959 0.23796
C -1.06858 3.37675 0.94512
C -0.93398 3.14347 2.45157
N -1.24768 1.75499 2.77340
C -2.67240 1.47943 2.97015
C -3.14006 0.27162 2.11524
N -1.99458 -0.43772 1.53363
C -1.82370 -1.77574 2.11054
C -0.40134 -2.27082 1.81340
N 0.10265 -1.59535 0.62536
C 1.51460 -1.25077 0.69469
C 2.49995 -2.25891 1.24470
C 1.87204 -0.46211 -0.45360
C 2.98566 -0.45889 -1.29010
C 3.05597 0.52449 -2.27815
C 2.15383 1.57237 -2.30341
C 1.10580 1.57241 -1.36385
N 0.89743 0.46649 -0.61662
H -0.43824 4.61183 -1.39606
H 0.73196 3.91258 -2.51556
H 1.27737 4.55092 -0.96428
H -2.13171 3.35464 0.66758
H -0.68408 4.37814 0.72663
H -1.58005 3.85023 2.99358
H 0.10378 3.33721 2.73916
H -0.76249 1.50056 3.63124
H -3.26489 2.35709 2.69451
H -2.87217 1.27669 4.02711
H -3.80089 0.63206 1.32543
H -3.73457 -0.40755 2.73719
H -2.16243 -0.55683 0.53247
H -2.56898 -2.47432 1.70050
H -1.95516 -1.71866 3.19513
H -0.40846 -3.36260 1.68831
H 0.25436 -2.01585 2.65087
H 3.10418 -1.81384 2.03667
H 3.18920 -2.59670 0.46938
H 2.00178 -3.13367 1.65564
H 3.77132 -1.18931 -1.18589
H 3.86374 0.49145 -2.99470
H 2.29253 2.38634 -2.99718
C -0.19661 -2.34704 -0.61314
Si -1.80949 -2.24342 -1.65733
C -2.12928 -0.58976 -2.59781
N -2.02120 0.71557 -1.95596
C -1.78432 1.75906 -2.94571
C -2.93931 1.95022 -3.94543
C -4.29871 1.88253 -3.23324
C -4.11463 2.13572 -1.74131
C -3.16669 1.09128 -1.12452
C -1.33640 -3.34864 -3.14091
C -2.18589 -3.42266 -4.24560
C -1.80318 -4.05739 -5.41282
C -0.55643 -4.65223 -5.50297
C 0.28457 -4.63151 -4.40531
C -0.10337 -3.99064 -3.24351
C -3.32701 -3.04688 -0.82887
C -4.58831 -2.45427 -0.80844
C -5.70819 -3.14496 -0.38044
C -5.59665 -4.46576 0.01653
C -4.35377 -5.07797 0.00752
C -3.23695 -4.37505 -0.40265
H 0.56588 -2.06160 -1.34184
H -0.03243 -3.41215 -0.39612
H -3.09339 -0.70872 -3.11214
H -1.36919 -0.59802 -3.38354
H -0.86074 1.52472 -3.47790
H -1.62568 2.68534 -2.39373
H -2.89087 1.18358 -4.71815
H -2.81183 2.91428 -4.43683
H -4.74080 0.89510 -3.37687
H -4.99373 2.61134 -3.65239
H -5.07689 2.09703 -1.22673
H -3.70681 3.13905 -1.59899
H -3.73391 0.18823 -0.88753
H -2.75645 1.51098 -0.20173
H -3.16266 -2.96450 -4.19663
H -2.47106 -4.08183 -6.26093
H -0.24005 -5.12594 -6.41968
H 1.25390 -5.10458 -4.45474
H 0.58570 -3.98984 -2.41406
H -4.71276 -1.43856 -1.15594
H -6.67320 -2.65924 -0.38035
H -6.47338 -5.01889 0.31648
H -4.25888 -6.11093 0.30576
H -2.27677 -4.86939 -0.41466
Cl 4.46967 4.94724 3.30506
C 4.62200 4.03511 1.82679
C 4.40191 4.68246 0.62944
C 4.50546 3.97771 -0.55618
C 4.81349 2.63181 -0.51765
C 5.01431 1.98878 0.68977
Cl 5.36596 0.30096 0.65268
C 4.95185 2.66968 1.91306
N 5.26595 2.12467 3.13126
C 5.00075 0.79338 3.55441
C 6.02164 -0.15078 3.55794
C 5.77987 -1.44515 3.98073
C 4.51782 -1.80504 4.42474
C 3.50792 -0.86265 4.45493
C 3.73743 0.44049 4.03060
C 2.58559 1.41484 4.03746
C 1.67157 0.98206 2.90949
O 0.79654 0.09893 3.10030
O 1.77764 1.49545 1.76959
H 4.15828 5.73416 0.62728
H 4.36075 4.47543 -1.50249
H 4.91479 2.06774 -1.42963
H 5.19164 2.81013 3.87659
H 7.00036 0.13347 3.20470
H 6.57282 -2.17639 3.95982
H 4.31632 -2.81713 4.74072
H 2.51593 -1.13182 4.78933
H 2.92017 2.43556 3.85581
H 2.05405 1.35536 4.99019
*
```

Values from the calculation:
- Energy relative to the best compared isomer or geometry (same formula, charge and spin): 0.000 eV
- Kohn-Sham gap (spin up / spin down): 6.22 / 6.73 eV
- Electronic energy: -121262.73348 eV